The following is a DFT calculation (ωB97M-V/def2-TZVPD) of a 12-piece molecular cluster, C47H99NO22S10 overall in a non-equilibrium geometry.

```
179
Properties=species:S:1:pos:R:3
H -6.72 3.83 -5.94
H 1.09 -5.05 -4.86
H 2.24 6.79 6.79
C -10.42 0.06 5.23
H 2.47 -11.62 2.34
H 10.48 -1.55 2.43
O -9.20 -7.89 1.84
H 1.22 1.24 2.69
C -0.05 -4.03 9.24
H 4.06 -3.96 -7.00
O -2.56 -1.46 10.88
C 10.17 4.84 -0.79
O -8.40 -9.23 -0.33
H 4.62 -3.03 -2.73
H 8.67 7.29 -1.80
H 2.56 -2.80 -4.04
H 7.23 -1.62 2.64
O -1.62 0.63 -0.59
H -6.79 -5.75 1.70
H -8.46 -0.43 4.68
H 8.69 4.99 -2.24
C 3.57 -8.79 0.78
C 2.64 7.45 7.56
C 8.61 4.85 -1.17
H -4.62 6.24 -2.97
H -4.65 5.27 -5.53
H 4.12 -11.33 2.46
H -3.45 -3.43 8.63
H -1.89 0.70 2.82
O -6.09 -3.55 -9.02
H -6.69 -6.23 -1.29
C -0.17 -2.89 10.28
H -2.71 -3.60 -9.50
S 10.58 6.55 -0.43
O -4.22 -4.61 -7.76
C 2.89 8.06 -8.99
H -9.37 -5.87 0.13
H -2.44 1.87 1.60
S 2.75 -9.43 3.26
H 4.23 7.16 -7.55
C 2.28 6.75 -9.56
C -1.43 -4.39 8.60
H -5.04 -1.39 -7.24
H -6.17 -8.17 0.07
C -6.46 -6.19 0.76
C 8.99 -3.79 3.32
H 8.21 -3.98 2.58
C -10.68 1.34 4.45
C 7.68 -1.68 3.63
H -8.26 1.57 7.01
H -6.38 -8.07 1.95
H -5.39 -5.98 0.79
H 1.49 2.95 1.98
H 6.08 -3.39 -3.50
C -3.66 -3.27 -9.93
O 10.82 6.72 1.02
N 3.09 -3.86 -7.26
H 4.62 -8.64 0.99
C -3.81 -1.86 -10.33
H 1.51 1.14 -0.09
S 5.06 6.56 6.92
O 4.36 -3.63 -4.54
H 2.77 -7.19 2.43
H 0.29 2.37 0.04
H -11.57 1.97 4.40
H -5.85 7.01 -4.03
H 3.29 -8.38 -0.19
H -7.36 -4.72 -0.59
H 3.32 -1.96 -5.41
C -8.41 1.37 5.95
C 4.53 8.25 6.13
C 2.27 -3.71 -6.07
H -3.55 -2.03 -7.05
O 2.54 5.10 -6.49
H -7.13 5.51 -5.89
O -1.51 -1.23 8.71
H 3.18 6.12 -9.60
C -8.91 0.00 5.57
H 8.56 -4.42 4.10
H -2.97 -3.90 10.34
H 2.64 9.29 6.30
O 9.60 -1.91 2.34
H -1.73 -5.43 8.49
H 7.01 -2.35 4.18
H 1.38 -5.64 -6.50
S -7.78 4.60 -3.80
C 0.72 1.52 0.57
C -6.66 -7.74 0.95
S -8.43 -8.07 0.58
H 10.46 4.37 0.14
C -0.54 2.41 2.40
S -4.72 -3.53 -8.47
H 0.44 -1.99 10.34
S -1.83 -2.09 9.79
H -1.37 -4.03 7.58
H 0.38 7.03 -8.71
H 8.07 5.73 0.54
O -8.82 3.15 4.01
H -6.30 5.11 -1.92
H 8.17 3.92 -0.80
O -9.14 5.00 -4.16
S 1.95 6.37 -6.82
C 0.91 2.02 2.00
C 3.31 8.72 6.93
H 4.18 7.88 5.16
O 1.41 -9.59 3.82
H 0.27 -4.92 9.78
O -0.34 -0.86 1.05
H 6.82 6.23 -0.69
H 8.74 8.10 -0.15
O 4.72 5.54 5.90
H 3.04 -4.82 -7.59
C 5.15 -2.85 -3.67
H -4.71 -1.67 -10.91
H 5.14 -1.79 -3.90
H -2.93 -1.73 -10.97
C -6.73 5.71 -2.73
C 3.12 -10.21 0.73
H 1.86 6.89 -10.56
O -7.65 3.28 -3.19
C -3.57 -1.05 -9.01
H -2.52 -0.80 -8.89
H -10.59 1.05 3.40
O 11.55 7.08 -1.45
C 8.79 7.18 -0.72
C -8.70 -6.49 -0.47
H 0.59 -3.72 8.42
H -0.46 2.49 3.49
O 3.91 -9.32 4.12
H 2.65 -5.66 -5.36
H 3.74 8.52 -9.50
H 2.04 8.73 -8.98
C 3.25 7.63 -7.49
H 3.32 5.62 8.37
H -8.69 -0.68 6.39
C 2.67 -8.09 1.83
H 9.97 -4.20 3.10
C 7.87 6.02 -0.50
O 1.03 7.07 -5.96
H -10.98 0.17 6.16
H -4.08 -3.96 -10.66
C 3.20 -10.84 2.13
H -4.15 -0.13 -9.07
S -0.77 0.45 0.60
S -9.55 2.58 5.13
H 1.94 7.77 8.33
H -4.78 4.25 -4.24
C -7.25 -5.79 -0.46
H 3.19 8.50 -6.83
H -9.20 -6.66 -1.42
H -7.49 6.46 -2.50
H 3.75 -10.75 0.02
H 2.07 -10.25 0.43
C -2.65 -3.69 9.32
C 3.65 6.63 8.16
C -4.28 -1.88 -7.85
C -5.32 5.08 -4.69
C 3.13 -2.93 -4.96
H 1.45 -3.03 -6.32
C -5.49 6.08 -3.60
H 0.80 5.35 -8.77
H -10.82 -0.81 4.72
H 4.09 7.00 9.08
C 1.22 6.34 -8.63
H -0.75 3.42 2.05
H -0.35 -3.25 11.30
H 7.92 -0.71 4.05
C -6.71 4.70 -5.29
H 10.87 4.44 -1.53
H 1.60 -8.08 1.60
C 1.80 -5.05 -5.68
C 8.98 -2.29 3.50
H -7.43 1.78 5.71
O 6.26 6.61 7.69
H 5.40 8.87 5.95
O -10.22 3.31 6.16
C -1.58 1.34 2.00
H 3.65 9.39 7.72
H 9.47 -2.05 4.45
```

SMILES string	O=S1(=O)CCCC1.O=S1(=O)CCCC1.O=S1(=O)CCCC1.O=S1(=O)CCCC1.O=S1(=O)CCCC1.O=S1(=O)CCCC1.O=S1(=O)CCCC1.O=S1(=O)CCCC1.O=S1(=O)CCCC1.O=S1(=O)CCCC1.COC[C@H](C)N.CC(C)O

Here are the Mulliken charges for atoms 1 to 4, given in e: H 0.40; H 0.36; H 0.30; C -0.65


The following is a DFT calculation (ωB97M-V/def2-TZVPD) of a 9-piece molecular cluster, C48H104F2O27 overall in a non-equilibrium geometry.

```
181
Properties=species:S:1:pos:R:3
H -5.59 -7.33 28.12
C 1.84 -14.49 29.95
C -5.17 -5.77 25.76
H -2.72 -5.60 35.02
C -6.74 -11.99 33.97
H -1.50 -6.36 33.99
H 1.60 -9.46 24.03
H -2.27 -7.74 36.08
H 1.27 -7.26 30.33
H -1.69 -13.22 27.73
C -8.03 -9.28 27.30
H -2.84 -7.06 23.19
C 0.52 -9.70 23.70
H -2.31 -13.84 25.42
H 3.51 -15.48 28.95
H -6.98 -11.99 36.09
H 0.32 -6.47 31.61
H -0.42 -8.70 30.23
H -5.70 -6.24 32.09
H -7.40 -8.87 29.70
H 2.75 -14.26 19.30
C 2.42 -6.89 32.06
O 3.54 -7.64 31.62
F -3.64 -12.43 26.38
H 1.90 -11.49 18.39
O 4.12 -13.50 29.44
H -0.32 -13.25 29.53
H -3.79 -5.22 24.14
O 1.28 -6.89 26.45
H -6.42 -13.00 30.98
H -5.00 -9.22 22.92
C 1.12 -7.23 31.39
H 1.44 -15.34 30.50
C -5.28 -10.32 33.31
C 1.72 -14.04 18.95
O 0.77 -8.53 31.87
H -0.18 -8.21 27.09
C -2.61 -9.96 27.91
O -4.81 -6.97 23.70
C -5.20 -15.85 38.36
C -5.16 -13.77 35.43
H -3.82 -11.66 22.29
H -4.92 -5.20 30.75
H -0.10 -13.10 26.94
C 5.47 -13.65 29.81
C -6.44 -13.23 29.94
H -0.64 -14.94 29.42
C -4.59 -14.90 36.18
O 1.58 -6.11 24.38
H -1.22 -11.90 25.55
C 4.12 -7.07 30.46
H 2.73 -5.82 32.04
H -1.68 -7.33 32.33
H 6.03 -12.67 29.89
C -3.91 -8.99 22.79
C -3.59 -7.76 23.55
O 1.94 -9.38 29.30
O -3.28 -6.47 33.23
C 2.81 -10.19 28.51
H -7.63 -11.56 33.36
H -5.80 -16.67 38.03
H -6.35 -12.74 33.30
H -4.33 -13.38 29.85
O 1.19 -14.39 28.73
C -3.19 -6.89 30.84
H 0.62 -10.96 29.58
H 1.30 -9.61 19.81
H -3.83 -7.37 28.27
H -4.81 -15.88 35.71
O -3.07 -9.92 23.19
H -7.83 -9.36 26.19
H -4.90 -12.83 35.96
C -2.57 -7.83 35.06
C -0.75 -13.80 27.51
O -5.26 -14.48 28.25
C -5.19 -14.04 29.58
H -7.29 -13.90 29.78
O -6.59 -13.90 35.44
H -1.63 -15.44 24.88
H -3.49 -14.79 36.31
C -1.06 -9.64 35.24
H -7.25 -11.16 30.88
H -1.66 -10.25 25.07
H 6.00 -14.29 29.08
C -2.52 -6.49 34.36
H -5.24 -14.98 30.17
C 0.86 -6.40 25.28
O 1.10 -10.73 21.47
H -0.51 -10.01 31.41
C 1.81 -11.64 19.43
O -4.56 -7.23 30.62
C 1.17 -10.21 30.17
H -4.14 -16.25 38.51
H -1.65 -10.33 35.77
H -2.89 -10.71 21.25
H -5.04 -9.39 26.34
O 0.01 -10.97 24.14
O -5.30 -14.76 37.44
H -5.54 -15.47 39.34
C -2.82 -7.33 32.23
H -3.13 -8.35 32.46
H 3.57 -7.43 29.56
H -3.19 -14.76 28.11
H -4.59 -11.00 32.75
C 0.94 -10.59 20.11
H -4.76 -5.87 28.31
H 2.28 -7.15 33.11
H -8.31 -13.07 35.28
C -4.15 -15.32 27.98
H 1.75 -13.85 17.88
H -3.59 -8.28 35.11
H -0.59 -13.91 24.98
H -5.77 -9.72 29.64
C 0.46 -9.66 22.21
O -3.05 -9.36 26.78
H 1.04 -14.87 19.12
H -6.26 -5.92 25.81
C -7.37 -11.08 29.81
H -2.62 -7.39 30.02
H -0.07 -8.84 24.11
H 2.80 -11.72 19.84
C -0.19 -14.11 28.88
C -2.96 -11.05 22.28
C -0.99 -6.29 26.56
H 1.80 -10.73 30.94
H 2.33 -10.61 27.64
H 4.08 -6.00 30.50
H 0.80 -8.64 21.88
O -6.58 -12.05 29.16
H 5.13 -7.45 30.55
H -4.09 -10.44 25.22
H -6.26 -6.18 30.37
H -0.57 -9.05 36.02
H 5.45 -14.02 30.85
C -4.24 -10.12 26.26
F -0.96 -5.06 27.14
H -0.24 -10.17 34.69
H -1.94 -6.70 26.48
H -0.57 -9.74 21.88
H -4.19 -16.26 28.58
H -4.63 -9.53 33.77
H -5.45 -5.09 23.68
H -4.69 -13.73 34.42
C -0.84 -10.88 25.35
H 3.67 -9.48 28.30
C -4.75 -5.71 24.32
H -4.28 -15.61 26.91
H -8.36 -8.28 27.61
O -1.03 -14.95 26.74
O -1.62 -9.64 28.51
O -5.85 -11.00 34.35
C 0.08 -7.16 27.22
O -3.29 -11.10 28.23
H 3.83 -15.14 30.61
C 0.17 -9.32 30.87
O -1.76 -8.77 34.38
C -6.82 -9.74 29.31
O -0.47 -6.15 25.27
H -6.01 -9.87 32.65
C -4.68 -6.84 27.85
C -1.39 -14.53 25.42
H 1.73 -13.62 30.62
O -4.47 -6.73 26.45
C -7.26 -12.70 35.21
O -6.82 -9.64 27.89
C -5.44 -6.14 31.03
H -3.31 -8.11 24.53
H -2.07 -11.63 22.64
H -8.38 -11.38 29.51
C 3.39 -14.66 29.77
H 3.21 -10.98 29.13
H 0.29 -6.84 28.25
H -3.00 -5.84 30.69
H -3.75 -8.96 21.68
H -0.32 -10.61 26.27
H -0.08 -10.81 19.88
H -8.81 -10.05 27.46
H -5.08 -11.78 27.53
O 1.16 -12.93 19.67
C -4.15 -11.37 27.12
H -4.98 -4.86 26.22
```

SMILES string	O=C1OC[C@@H](F)O1.O=C1OC[C@@H](F)O1.COCCOCCOC.COCCOCCOC.COCCOCCOC.COCCOCCOC.COCCOCCOC.COCCOCCOC.COCCOCCOC

Here are the Mulliken charges for atoms 1 to 4, given in e: H 0.32; C -0.29; C -0.61; H 0.43


| no. | highest occupied orbital energy (eV) | lowest unoccupied orbital energy (eV) |
| --- | --- | --- |
| 1 | -9.5 | -0.009 |
| 2 | -9.3 | 0.333 |